C4HO4 | ωB97M-V with the def2-TZVPD basis set

Properties
Spin multiplicity: 1
Energy above the lowest of the compared OMol25 structures with the same formula, charge and spin, eV: 3.386
Net charge: -1
Total energy, a.u.: -453.9037
Orbital gap, eV: 8.7
HOMO energy, eV: -4.61

Last column: natural (NBO) charge in e.
Element x y z (Å)
C -0.254 0.355 -0.117  0.13
C 0.636 0.349 0.907  0.07
C -0.137 2.767 0.110  0.41
C 1.528 -0.465 1.713  0.71
O 2.061 -0.324 2.793  -0.64
O 0.734 2.382 0.867  -0.61
O 1.369 -1.380 0.762  -0.66
O -1.005 1.349 -0.302  -0.62
H -0.276 -0.471 -0.719  0.20